[1]
4 unconnected molecules or ions with the total composition C13H20Cl2O6 at a distorted geometry. Source: OMol25; level of theory: wB97M-V/def2-TZVPD.

Geometry (Å):
O1 7.17386 5.22087 11.06788
C1 12.48649 7.45354 6.17529
Cl1 10.19991 8.54452 8.92228
H1 7.65624 4.81913 9.11047
H2 13.15371 10.72578 6.18521
H3 14.17598 8.63080 6.93169
C2 7.65415 5.64924 9.80101
C3 8.81912 5.20228 13.92300
H4 12.77454 8.56638 8.00986
C4 6.25922 7.41176 10.71667
H5 7.83721 4.86761 13.45397
O2 8.81877 8.58625 13.15363
H6 10.06311 10.17554 10.53972
H7 10.10944 5.68158 15.57170
H8 8.63297 6.10480 10.02288
H9 11.50156 7.13218 6.64434
H10 9.64339 4.45142 13.63720
H11 7.14804 7.33776 8.69355
C5 6.66633 6.71535 9.38935
O3 8.97523 6.42233 13.03367
C6 8.55041 7.12910 15.22649
O4 11.71139 9.97672 4.02601
H12 9.27646 8.86282 11.14370
C7 13.05053 8.63525 6.97215
H13 8.94775 7.90831 15.94534
H14 5.77139 6.27366 8.95850
H15 7.48490 7.14588 15.22001
O5 12.31965 7.99372 4.85044
H16 11.51610 10.19796 6.69608
C8 9.04824 5.73902 15.32343
C9 12.48392 9.89331 6.25343
H17 6.96002 8.13885 11.08686
H18 13.06582 6.57773 6.16292
C10 6.35228 6.14103 11.61086
C11 12.15746 9.31802 4.87788
Cl2 11.60712 8.61109 11.49522
O6 5.90470 6.00543 12.69775
H19 5.33955 7.91547 10.77445
H20 8.45190 5.16952 16.11093
C12 8.82690 7.52105 13.74786
C13 10.16212 9.10805 10.63083

## Properties
- calculated total energy (hartree) = -1879.17301
- relative energy (zero: lowest compared OMol25 entry of this formula, charge and spin) (kcal/mol) = 0.0
- highest occupied orbital energy (eV) = -9.96

natural (NBO) atomic charge list, values in e, 4 entries:
1 O -0.4992
2 C -0.0655
3 Cl -0.0791
4 H 0.2000

***

[2]
A molecular structure, C13H20Cl7N4Rb. Source: OMol25; level of theory: wB97M-V/def2-TZVPD.

Geometry (Å):
H1 -3.03413 1.94225 1.14806
H2 0.24684 1.12167 -3.39328
C1 0.76552 2.93813 -1.30946
H3 0.02155 2.53416 2.80232
Cl1 3.99695 -6.36460 0.30362
H4 1.40171 0.08355 1.96964
C2 0.86760 -3.06389 -0.06295
Rb1 -0.75734 -0.46539 -0.20617
C3 3.21361 -3.77765 0.12782
C4 0.88759 2.02795 2.37204
C5 2.21048 -2.81945 0.01388
N1 -2.79034 1.80951 0.17272
C6 -4.52716 -3.06522 -0.03565
H5 2.20567 2.31395 -2.75925
C7 0.53725 -4.40191 -0.01598
H6 1.24503 -0.02073 -2.78187
C8 -0.93204 3.42463 0.30878
H7 1.40503 3.82871 -1.18781
H8 2.24586 1.37246 -1.28856
H9 -2.05442 2.87632 -1.44972
N2 0.19307 2.55029 -0.01621
H10 1.73654 2.25811 3.02908
H11 -0.04930 3.23233 -1.97472
Cl2 0.97104 -7.09527 0.14871
C9 1.23546 2.61821 1.01135
H12 2.10822 2.08039 0.63494
Cl3 -3.78931 -1.48020 0.28870
N3 0.59152 0.60137 2.29899
H13 -0.69158 4.47330 0.06844
H14 -3.73530 -3.72505 -0.36991
C10 1.45615 -5.43884 0.09868
C11 2.81242 -5.11240 0.16819
Cl4 -5.76779 -2.95718 -1.28157
Cl5 4.89015 -3.37858 0.21222
Cl6 -1.17493 -4.83108 -0.11109
C12 -2.23322 3.04285 -0.38543
H15 -4.97865 -3.41117 0.88571
Cl7 2.76741 -1.09686 -0.03178
H16 -1.11055 3.38600 1.38431
N4 0.70016 0.80113 -2.54584
H17 -2.91842 3.89601 -0.30637
H18 0.35330 0.23218 3.21088
H19 1.55231 3.66436 1.16678
C13 1.56804 1.84425 -2.00013
H20 -3.64198 1.55139 -0.31211

## Properties
- calculated total energy (hartree) = -3971.80837
- relative energy (zero: lowest compared OMol25 entry of this formula, charge and spin) (kcal/mol) = 0.0
- highest occupied orbital energy (eV) = -7.56

natural (NBO) atomic charge list, values in e, 4 entries:
1 H 0.3593
2 H 0.3581
3 C -0.2258
4 H 0.1810

***

[3]
A molecular structure, C13H20ClFN2O7Os. Source: OMol25; level of theory: wB97M-V/def2-TZVPD.

Geometry (Å):
H1 -1.63338 1.50620 1.97341
C1 2.32354 4.35202 -1.87568
H2 -1.53035 -1.42013 2.88251
C2 -2.99438 -2.18327 0.71666
H3 1.90420 -0.01937 -2.46027
O1 -2.20030 0.12475 0.59914
H4 3.31396 0.88921 -3.34758
H5 1.86060 -1.46100 1.70288
C3 1.11822 4.43137 -1.00318
O2 -1.62396 -2.47132 0.37751
C4 -2.04628 0.49849 1.99090
O3 3.09161 0.33963 0.34204
H6 -1.59188 -4.33108 1.28994
H7 3.63410 3.15880 -3.04640
C5 -0.70306 -1.46352 -2.22121
H8 -0.43968 -0.86558 -3.09248
F1 2.93778 5.47875 -2.08137
H9 -0.26556 -3.98416 0.14847
C6 1.05961 -1.39507 2.43110
H10 -0.81340 -0.00430 3.66912
C7 2.44954 0.88774 -2.69570
C8 -1.09820 -0.43231 2.70451
H11 -1.36831 -2.27522 -2.51013
C9 0.89949 1.97101 -1.26550
H12 -4.21101 -0.40150 0.78685
N1 2.06742 1.99837 -2.16836
Os1 -0.51391 -0.81098 -0.34107
H13 -3.02633 0.52874 2.46579
H14 -0.32980 3.18746 -0.22536
N2 0.51115 3.17577 -0.79176
O4 0.69157 5.42822 -0.52154
C10 2.75999 3.21899 -2.41400
C11 4.05807 0.93612 0.61765
H15 -1.89887 -4.35177 -0.47022
O5 5.00959 1.52329 0.88889
H16 -3.42236 -0.68605 -0.78273
Cl1 0.95422 -2.24609 -1.66741
O6 0.36211 0.91825 -1.06474
H17 1.42370 -0.95052 3.35780
C12 -1.32918 -3.88267 0.33180
C13 -3.30624 -0.76119 0.29477
H18 -3.12499 -2.33882 1.78957
O7 0.04360 -0.55571 1.86212
H19 0.65487 -2.38912 2.63401
H20 -3.65751 -2.87244 0.18923

## Properties
- calculated total energy (hartree) = -1793.60085
- total charge = +2
- relative energy (zero: lowest compared OMol25 entry of this formula, charge and spin) (kcal/mol) = 40.5
- highest occupied orbital energy (alpha / beta) (eV) = -13.61 / -13.61

natural (NBO) atomic charge list, values in e, 4 entries:
1 H 0.2080
2 C 0.3841
3 H 0.1885
4 C -0.1052

***

[4]
A single C13H20ClNO2 molecule at a distorted geometry. Source: OMol25; level of theory: wB97M-V/def2-TZVPD.

Geometry (Å):
H1 2.82407 -2.09046 0.42157
H2 0.72599 -0.54802 -1.23918
H3 5.29274 -1.62693 -0.24219
N1 1.33194 -0.75899 0.75907
C1 -3.70845 -0.83946 0.94750
C2 -3.18470 -0.19692 -0.37610
C3 -1.42779 -1.73993 1.26175
C4 0.33752 2.97085 0.76851
Cl1 -4.20866 0.98230 -1.18098
H4 3.24967 -0.63381 1.35312
H5 2.82778 2.67803 1.24018
C5 1.10964 0.46162 1.08465
H6 3.28234 -2.06586 -1.71949
C6 3.57632 -0.52747 -0.69427
H7 -4.61532 -1.07004 1.08667
H8 -1.56160 0.31402 -1.41303
C7 1.44168 1.86416 0.31971
H9 3.35884 0.41759 -0.77106
H10 5.42417 -0.23870 0.21266
C8 0.49807 -1.14857 -0.31308
H11 5.46138 -0.28303 -1.50460
H12 0.45262 3.79564 0.09663
C9 4.98407 -0.47175 -0.47621
C10 -1.84151 -0.19170 -0.56481
H13 -2.94866 -2.29449 2.30892
H14 0.06537 0.65489 1.56430
H15 1.12475 1.45961 -0.74482
H16 -0.68639 2.83971 0.52218
H17 -0.66326 -2.23415 1.38585
C11 -0.80959 -0.93522 -0.05848
C12 2.69359 -1.14135 0.72210
H18 1.65992 0.74868 2.01270
H19 0.39649 3.23292 1.56775
H20 0.81392 -2.02152 -0.66952
O1 2.77365 2.45334 0.35452
O2 3.08962 -1.11987 -2.00536
C13 -2.69605 -1.62056 1.53253

## Properties
- calculated total energy (hartree) = -1172.28231
- relative energy (zero: lowest compared OMol25 entry of this formula, charge and spin) (kcal/mol) = 314.8
- highest occupied orbital energy (eV) = -8.08

natural (NBO) atomic charge list, values in e, 4 entries:
1 H 0.1861
2 H 0.1934
3 H 0.1499
4 N -0.4423

***

[5]
A molecular structure, C13H20CsFN3O4 at a distorted geometry. Source: OMol25; level of theory: wB97M-V/def2-TZVPD.

Geometry (Å):
O1 3.24519 -1.64274 -2.79420
O2 -0.81703 -2.16010 1.90143
H1 2.13427 -6.00826 -1.15789
O3 1.77121 -0.30825 -1.73114
H2 -3.66704 -2.15557 0.08672
H3 0.05957 3.19042 -3.21657
C1 -1.54596 1.36707 -1.87811
H4 -2.50789 3.50237 -0.57931
F1 1.63272 1.81222 2.41655
H5 -2.82130 -0.95452 1.07146
H6 -2.07676 1.59026 -2.82537
C2 2.32208 -1.39088 -2.00845
C3 0.46404 -3.53729 0.40262
N1 0.91052 -2.46412 -0.24573
C4 1.78890 -2.63062 -1.22534
Cs1 1.23103 0.31939 0.64347
H7 -1.09202 4.52164 -0.82126
H8 0.45774 -5.67338 0.66977
O4 -1.07246 -4.37211 2.00691
C5 2.25925 -3.90545 -1.57161
C6 -0.51527 -3.24746 1.48403
C7 0.32254 2.84144 -2.19936
C8 -1.67377 3.70334 -1.24803
N2 -2.81065 -0.57823 -0.97718
C9 -3.46902 -1.08860 0.20570
H9 -1.66508 -4.07050 2.70773
H10 -2.00480 0.95821 0.15182
H11 -3.06703 -0.51821 -3.05271
H12 -3.81013 -1.89609 -2.24329
H13 0.92476 1.94808 -2.29282
H14 0.91652 3.61966 -1.71823
H15 -0.80862 0.58820 -2.08797
C10 0.86035 -4.83909 0.11646
C11 1.78832 -5.01449 -0.89979
N3 -0.83508 2.53599 -1.38528
H16 -2.08452 4.04097 -2.22026
C12 -3.60469 -0.82789 -2.15941
H17 -4.43405 -0.58175 0.40396
H18 -3.43483 1.42865 -0.77853
C13 -2.49906 0.83314 -0.81468
H19 -4.57333 -0.29202 -2.13494
H20 2.98609 -3.96120 -2.36961

## Properties
- calculated total energy (hartree) = -1092.68664
- total charge = -1
- highest occupied orbital energy (eV) = -4.52

Mulliken atomic charge list, values in e, 4 entries:
1 O -0.7907
2 O -0.5431
3 H 0.4050
4 O -0.4860

***

[6]
A single C13H20N2 molecule at a distorted geometry. Source: OMol25; level of theory: wB97M-V/def2-TZVPD.

Geometry (Å):
H1 -0.11537 -0.45353 1.32316
H2 3.20956 -0.09668 -1.40062
C1 -0.38023 -1.77684 -0.38245
C2 1.29276 1.44814 -0.43991
H3 1.70073 -0.73900 -2.02531
H4 -3.78872 -1.40367 0.36604
N1 -1.79812 1.25626 0.28432
C3 1.56491 -0.01116 0.01450
C4 0.29292 -0.68437 0.35090
H5 -4.48065 1.47990 1.11617
H6 2.14669 2.10891 -0.49388
H7 -3.22963 1.51145 2.35247
C5 -1.86679 -1.86628 -0.22496
C6 -3.72107 0.87863 1.61735
H8 2.63662 -1.67685 -0.85195
C7 -2.70119 0.39209 0.62338
C8 3.83570 0.64967 1.14916
C9 -2.79599 -0.98796 0.21190
C10 -1.45728 0.76058 -2.12948
H9 3.81331 1.67983 0.80264
N2 0.17817 1.89926 -0.76772
C11 -0.97406 1.14913 -0.75567
H10 0.00422 -2.74932 -0.02892
C12 2.32682 -0.67408 -1.13832
H11 -2.23373 -2.86925 -0.41869
H12 4.44449 0.06532 0.46448
H13 1.88113 0.63922 2.04080
C13 2.43459 0.06249 1.29562
H14 4.32657 0.63759 2.11999
H15 2.53127 -0.95669 1.67883
H16 -4.21028 0.05001 2.12212
H17 -1.48025 1.65383 -2.75470
H18 -0.78926 0.04358 -2.60117
H19 -2.45533 0.33733 -2.06865
H20 -0.14252 -1.75755 -1.45143

## Properties
- calculated total energy (hartree) = -616.73669
- relative energy (zero: lowest compared OMol25 entry of this formula, charge and spin) (kcal/mol) = 89.7
- highest occupied orbital energy (alpha / beta) (eV) = -6.20 / -6.91

natural (NBO) atomic charge list, values in e, 4 entries:
1 H 0.2000
2 H 0.2138
3 C -0.5075
4 C 0.1992